The following is a quantum chemistry calculation of the molecule C6H6, from the OMol25 dataset.

Computed properties:
* SMILES string: C#CC(C)C#C
* 2S+1: 1
* energy above the lowest of the compared OMol25 structures with the same formula, charge and spin: 372.42 kJ/mol
* electronic energy: -232.08448 Ha
* LUMO level: 1.03 eV
* total charge: 0

```
12
Properties=species:S:1:pos:R:3:forces:R:3:lowdin_charge:R:1
C -1.03026 -2.21255 0.37533 0.23 0.40 0.04 0.126
C -0.43801 -1.16768 0.44165 -0.27 -0.49 -0.01 -0.121
C 0.24031 0.14022 0.43843 0.01 -0.04 0.02 -0.399
C -0.80925 1.26745 0.41024 -0.05 0.09 -0.02 -0.065
C 1.20264 0.16693 -0.67961 0.37 -0.04 -0.35 -0.113
C 2.02430 0.09437 -1.55589 -0.34 0.05 0.34 0.123
H -1.54740 -3.14306 0.30092 0.09 0.14 0.06 0.027
H 0.82440 0.24156 1.36321 -0.10 -0.07 -0.12 0.145
H -1.51109 1.11521 -0.41368 0.15 0.04 0.07 0.086
H -1.37350 1.24871 1.34780 0.07 0.01 -0.17 0.082
H -0.33735 2.24751 0.30077 0.00 -0.17 0.02 0.081
H 2.75521 0.00134 -2.32917 -0.16 0.09 0.12 0.027
```
Positions in Å, forces in eV/Å.